{
  "formula": "C27H56O14",
  "method": "wB97M-V/def2-TZVPD",
  "symbols": ["C", "C", "O", "C", "O", "C", "C", "C", "C", "C", "O", "C", "O", "O", "H", "H", "H", "H", "H", "H", "H", "H", "H", "H", "H", "H", "H", "H", "C", "O", "C", "C", "O", "C", "C", "O", "C", "H", "H", "H", "H", "H", "H", "H", "H", "H", "H", "H", "H", "H", "H", "C", "O", "C", "C", "O", "C", "C", "O", "C", "H", "H", "H", "H", "H", "H", "H", "H", "H", "H", "H", "H", "H", "H", "C", "O", "C", "C", "O", "C", "C", "O", "C", "H", "H", "H", "H", "H", "H", "H", "H", "H", "H", "H", "H", "H", "H"],
  "positions_angstrom": [[7.743, 1.330, 3.232], [7.592, 1.277, 1.628], [8.457, 0.317, 0.971], [7.992, -1.017, 1.099], [8.875, -1.914, 1.241], [6.473, -1.504, 1.027], [5.688, -1.489, 2.428], [4.113, -1.852, 2.264], [3.177, -0.582, 2.007], [3.822, 0.847, 1.690], [2.751, 1.613, 1.066], [1.637, 0.700, 0.974], [0.425, 0.963, 1.005], [2.231, -0.618, 0.876], [6.665, 1.365, 3.656], [8.233, 2.318, 3.563], [8.230, 0.406, 3.689], [7.912, 2.320, 1.244], [6.481, 1.188, 1.325], [6.507, -2.605, 0.678], [5.875, -0.959, 0.198], [6.129, -2.351, 3.061], [5.780, -0.518, 3.019], [3.775, -2.314, 3.269], [3.969, -2.699, 1.491], [2.441, -0.382, 2.882], [4.521, 0.611, 0.802], [4.362, 1.399, 2.536], [-5.156, -2.307, -0.224], [-5.304, -1.501, 0.930], [-5.129, -2.223, 2.142], [-4.386, -1.384, 3.180], [-3.000, -1.183, 2.898], [-2.680, -0.330, 1.795], [-3.025, 1.141, 2.014], [-4.432, 1.349, 1.929], [-4.905, 2.322, 2.843], [-6.038, -2.945, -0.357], [-5.062, -1.647, -1.089], [-4.250, -2.920, -0.174], [-4.579, -3.155, 1.974], [-6.127, -2.466, 2.524], [-4.412, -1.933, 4.127], [-4.887, -0.435, 3.367], [-3.109, -0.712, 0.869], [-1.595, -0.402, 1.680], [-2.559, 1.742, 1.227], [-2.633, 1.463, 2.985], [-4.516, 2.142, 3.851], [-5.993, 2.246, 2.883], [-4.629, 3.323, 2.505], [-3.472, -4.769, -6.884], [-2.749, -4.995, -5.689], [-2.681, -3.847, -4.850], [-2.798, -4.235, -3.378], [-4.101, -4.664, -2.978], [-4.546, -5.927, -3.478], [-3.789, -7.131, -2.919], [-2.489, -7.221, -3.492], [-1.508, -7.670, -2.574], [-2.874, -4.168, -7.580], [-3.682, -5.737, -7.341], [-4.430, -4.278, -6.688], [-3.470, -3.129, -5.096], [-1.708, -3.375, -5.023], [-2.593, -3.338, -2.784], [-2.042, -4.965, -3.091], [-4.563, -5.932, -4.567], [-5.588, -6.012, -3.156], [-4.326, -8.049, -3.181], [-3.739, -7.049, -1.827], [-1.569, -7.121, -1.628], [-0.526, -7.481, -3.011], [-1.621, -8.741, -2.396], [-1.184, 4.014, -0.394], [-0.299, 4.886, 0.283], [1.011, 4.348, 0.428], [2.071, 5.432, 0.249], [2.224, 5.898, -1.094], [1.154, 6.678, -1.634], [0.991, 8.056, -0.994], [0.420, 7.945, 0.305], [0.947, 8.884, 1.225], [-1.483, 3.191, 0.265], [-2.072, 4.584, -0.675], [-0.737, 3.619, -1.313], [1.193, 3.545, -0.292], [1.083, 3.937, 1.441], [3.038, 4.994, 0.515], [1.918, 6.265, 0.935], [0.220, 6.117, -1.628], [1.412, 6.830, -2.686], [0.305, 8.657, -1.601], [1.965, 8.556, -0.961], [2.042, 8.901, 1.191], [0.646, 8.580, 2.229], [0.549, 9.880, 1.018]],
  "forces_ev_per_a": [[-1.24, 0.24, -0.02], [-0.35, 2.02, 0.29], [-2.28, -1.66, 0.95], [3.19, -2.99, 0.40], [-3.42, 3.60, -0.64], [-0.54, 0.20, -0.53], [-0.40, -0.90, 0.02], [0.09, -0.16, 0.33], [-1.01, 1.62, 1.03], [1.46, -1.49, -1.64], [-2.23, -1.84, 1.33], [-1.16, -0.01, -0.08], [5.27, -0.91, -0.52], [-0.91, 1.63, 0.85], [1.73, -0.01, -0.50], [-0.46, -1.81, -0.49], [-0.40, 1.36, -0.77], [-0.39, -1.87, 0.40], [1.88, -0.27, 0.40], [0.25, 1.86, 0.63], [1.05, -0.56, 1.43], [-0.56, 1.59, -0.90], [0.04, -1.31, -0.89], [0.48, 0.82, -1.63], [0.14, 1.64, 0.99], [1.53, -0.75, -0.78], [-0.57, 0.67, 1.59], [-1.17, -0.70, -1.25], [-0.21, 0.19, 0.04], [0.40, -0.24, -0.03], [-0.07, 0.56, 0.00], [0.10, -0.19, 0.02], [-0.29, 0.08, -0.14], [0.24, 0.12, 0.13], [-0.28, -0.39, -0.35], [0.00, 0.01, 0.52], [-0.01, -0.21, -0.32], [0.16, -0.11, -0.10], [-0.11, 0.01, 0.09], [-0.05, -0.10, 0.03], [0.04, 0.03, -0.05], [0.04, -0.17, 0.22], [0.10, -0.07, -0.10], [-0.10, 0.02, -0.26], [-0.23, 0.17, 0.02], [-0.08, 0.05, 0.15], [0.25, -0.08, 0.08], [-0.05, -0.01, 0.00], [0.06, 0.07, -0.01], [0.06, 0.01, -0.12], [0.02, 0.16, 0.16], [0.29, -0.14, 0.02], [-0.46, 0.15, 0.02], [0.20, -0.45, 0.19], [-0.09, 0.19, -0.02], [0.18, -0.16, -0.20], [-0.07, -0.05, 0.24], [0.08, 0.20, -0.53], [0.11, 0.22, 0.44], [-0.14, 0.07, -0.32], [-0.19, 0.05, -0.05], [0.14, 0.04, 0.05], [0.03, 0.10, 0.00], [-0.04, -0.05, -0.01], [-0.01, 0.23, 0.15], [-0.15, 0.02, -0.07], [0.01, -0.12, -0.24], [0.24, -0.12, -0.01], [0.09, 0.05, 0.13], [-0.24, 0.00, 0.14], [0.05, 0.03, -0.03], [-0.03, -0.07, 0.04], [-0.10, -0.06, -0.07], [0.07, -0.08, 0.19], [-0.10, 0.14, 0.28], [0.11, -0.11, -0.46], [-0.07, 0.52, 0.19], [0.03, -0.19, -0.07], [-0.25, 0.08, 0.16], [0.18, 0.14, -0.06], [-0.35, -0.45, 0.11], [0.49, 0.06, 0.13], [-0.25, -0.25, -0.13], [0.05, -0.04, -0.23], [0.05, 0.02, 0.13], [0.05, -0.10, 0.04], [-0.05, 0.03, -0.01], [0.25, -0.15, -0.03], [-0.05, -0.07, -0.15], [-0.27, -0.01, 0.00], [-0.08, 0.12, 0.24], [0.13, 0.03, 0.09], [0.12, 0.05, -0.24], [-0.01, -0.04, 0.05], [0.00, 0.08, -0.04], [-0.09, 0.01, -0.10], [0.12, 0.18, 0.06]],
  "total_charge": 0,
  "orbital_gap_ev": 9.2,
  "smiles": "CCOC(=O)CCC[C@H]1COC(=O)O1.COCCOCCOC.COCCOCCOC.COCCOCCOC",
  "lumo_energy_ev": 0.35,
  "homo_energy_ev": -8.818
}